Entry 1:
DFT (ωB97M-V/def2-TZVPD) results for C4H7N3 in the gas phase at a distorted geometry.

Geometry (Å):
C (1.720, -0.066, 0.279)
C (0.446, -0.056, 1.141)
N (-0.758, -0.378, 0.379)
C (-0.958, 0.338, -0.761)
N (-0.349, 1.446, -0.950)
C (-1.833, -0.264, -1.763)
N (-2.480, -0.678, -2.628)
H (1.645, 0.602, -0.583)
H (1.926, -1.072, -0.100)
H (2.567, 0.288, 0.870)
H (0.303, 0.928, 1.601)
H (0.514, -0.786, 1.954)
H (-1.173, -1.294, 0.463)
H (-0.492, 1.809, -1.884)

Values from the calculation:
Gap between HOMO and LUMO, Ha: 0.382
Calculated total energy, a.u.: -320.860736
LUMO energy, eV: 0.74
Energy relative to the best compared isomer or geometry (same formula, charge and spin), kJ/mol: 59.2

---

Entry 2:
DFT (ωB97M-V/def2-TZVPD) results for a molecular structure, C24H22AsBrMoN11O2S at a distorted geometry.

Geometry (Å):
Mo (0.392, -0.887, -0.778)
N (3.986, -1.470, -0.573)
C (3.308, -1.776, -1.708)
N (3.821, -2.286, -2.799)
N (2.781, -2.437, -3.633)
N (1.694, -2.025, -3.110)
N (1.969, -1.580, -1.843)
C (3.322, -1.003, 0.510)
N (3.848, -0.729, 1.684)
N (2.822, -0.332, 2.441)
N (1.722, -0.357, 1.789)
N (1.984, -0.775, 0.516)
H (4.976, -1.654, -0.512)
Br (1.969, -4.038, 0.480)
C (0.181, -3.658, 0.934)
C (-0.519, -4.654, 1.595)
C (-1.831, -4.435, 1.969)
C (-2.404, -3.218, 1.640)
C (-1.650, -2.295, 0.955)
N (-0.351, -2.467, 0.602)
C (-2.292, -1.097, 0.327)
O (-3.325, -0.617, 0.700)
O (-1.571, -0.679, -0.695)
H (-0.020, -5.588, 1.807)
H (-2.398, -5.200, 2.480)
H (-3.430, -2.968, 1.873)
S (0.312, 1.795, -4.575)
C (0.723, 1.307, -2.999)
N (0.163, 0.214, -2.562)
C (-0.670, -0.349, -3.546)
C (-1.354, -1.568, -3.502)
C (-2.120, -1.946, -4.580)
C (-2.204, -1.147, -5.725)
C (-1.496, 0.029, -5.813)
C (-0.729, 0.414, -4.718)
H (1.414, 1.882, -2.399)
H (-1.263, -2.242, -2.661)
H (-2.652, -2.886, -4.547)
H (-2.811, -1.471, -6.559)
H (-1.510, 0.638, -6.707)
C (-1.399, 2.384, -0.356)
As (-0.090, 1.264, 0.536)
C (1.357, 2.552, 0.674)
C (-0.926, 1.124, 2.323)
C (-0.519, 2.283, 3.183)
C (0.679, 2.238, 3.898)
C (1.047, 3.296, 4.712)
C (0.223, 4.408, 4.827)
C (-0.971, 4.458, 4.124)
C (-1.337, 3.403, 3.302)
H (-1.617, 3.235, 0.289)
H (-2.316, 1.826, -0.531)
H (-1.017, 2.751, -1.308)
H (0.956, 3.451, 1.141)
H (1.710, 2.803, -0.326)
H (2.185, 2.188, 1.276)
H (-0.627, 0.178, 2.765)
H (-2.000, 1.125, 2.139)
H (1.309, 1.360, 3.821)
H (1.972, 3.248, 5.271)
H (0.504, 5.225, 5.479)
H (-1.629, 5.310, 4.229)
H (-2.283, 3.445, 2.771)

Values from the calculation:
Gap between HOMO and LUMO (alpha / beta), Ha: 0.233 / 0.233
Calculated total energy, a.u.: -6956.541203
LUMO energy (alpha / beta), eV: -5.00 / -5.00
Energy relative to the best compared isomer or geometry (same formula, charge and spin), kJ/mol: 0.0
Charge: +1

---

Entry 3:
DFT (ωB97M-V/def2-TZVPD) results for 2 unconnected molecules or ions with the total composition C3H7N2S4 at a distorted geometry.

Geometry (Å):
C (-1.696, -0.810, 0.467)
C (-2.678, 1.138, 0.592)
C (-1.986, 1.063, -0.600)
N (-2.474, -0.098, 1.215)
N (-1.337, -0.169, -0.651)
S (-0.159, -3.107, -0.929)
S (3.817, -0.708, 0.551)
S (-1.213, -2.501, 0.729)
S (1.901, -1.052, 0.185)
H (4.187, 0.599, 0.946)
H (-3.373, 1.907, 0.894)
H (-1.943, 1.666, -1.404)
H (-2.824, -0.342, 2.066)
H (-0.586, -0.506, -1.228)
H (0.875, -2.717, -0.233)
H (4.389, -0.134, -0.578)

Values from the calculation:
Gap between HOMO and LUMO, Ha: 0.331
Calculated total energy, a.u.: -1820.473229
LUMO energy, eV: -3.30
Charge: +1

---

Entry 4:
DFT (ωB97M-V/def2-TZVPD) results for a molecular structure, C50H48F2N5NiOP2 at a distorted geometry.

Geometry (Å):
Ni (17.257, 13.877, 13.626)
F (16.783, 13.879, 19.009)
C (17.590, 13.803, 17.939)
C (17.014, 13.862, 16.685)
C (17.805, 13.791, 15.556)
C (19.190, 13.633, 15.711)
C (19.712, 13.526, 17.001)
F (21.044, 13.331, 17.173)
C (18.938, 13.603, 18.134)
C (20.022, 13.578, 14.468)
C (21.418, 13.531, 14.416)
C (22.050, 13.328, 13.196)
C (21.309, 13.171, 12.025)
C (19.933, 13.279, 12.158)
N (19.329, 13.495, 13.322)
H (15.942, 13.904, 16.642)
H (19.374, 13.495, 19.130)
H (21.998, 13.603, 15.327)
H (23.120, 13.260, 13.136)
H (21.786, 12.983, 11.067)
H (19.316, 13.201, 11.285)
C (16.229, 14.714, 9.058)
C (16.980, 14.941, 10.376)
O (16.843, 14.188, 11.352)
N (17.794, 16.008, 10.388)
C (18.713, 16.344, 11.466)
C (18.078, 16.975, 12.697)
C (18.131, 18.357, 12.807)
C (17.672, 18.963, 13.975)
C (17.165, 18.146, 14.968)
C (17.123, 16.778, 14.764)
N (17.586, 16.178, 13.663)
H (16.128, 13.648, 8.910)
H (16.725, 15.180, 8.219)
H (15.234, 15.131, 9.146)
H (17.937, 16.491, 9.529)
H (19.451, 17.047, 11.053)
H (19.284, 15.461, 11.780)
H (18.617, 18.951, 12.057)
H (17.728, 20.041, 14.084)
H (16.748, 18.529, 15.904)
H (16.737, 16.130, 15.549)
N (16.953, 11.857, 12.950)
C (16.902, 10.816, 12.432)
N (16.960, 9.654, 11.835)
C (15.722, 8.877, 11.512)
C (16.127, 7.513, 10.996)
C (17.265, 7.595, 9.992)
C (18.525, 8.153, 10.671)
C (18.223, 8.885, 11.966)
H (15.199, 9.410, 10.719)
H (15.091, 8.811, 12.404)
H (15.255, 7.082, 10.503)
H (16.384, 6.837, 11.809)
H (16.958, 8.239, 9.177)
H (17.445, 6.621, 9.549)
H (19.084, 8.824, 10.022)
H (19.240, 7.359, 10.909)
H (19.021, 9.584, 12.219)
H (18.149, 8.195, 12.807)
C (13.835, 13.433, 12.362)
P (14.757, 14.068, 13.866)
C (13.989, 13.016, 15.150)
C (14.727, 11.888, 15.531)
C (14.204, 10.953, 16.423)
C (12.969, 11.171, 17.007)
C (12.231, 12.293, 16.618)
C (12.719, 13.189, 15.682)
C (14.190, 15.758, 14.189)
C (13.706, 16.184, 15.424)
C (13.387, 17.533, 15.606)
C (13.600, 18.453, 14.579)
C (14.062, 18.017, 13.350)
C (14.357, 16.681, 13.150)
P (13.006, 14.476, 11.073)
C (11.287, 14.557, 11.718)
C (11.053, 15.114, 12.975)
C (9.762, 15.219, 13.468)
C (8.681, 14.836, 12.698)
C (8.898, 14.321, 11.423)
C (10.187, 14.156, 10.951)
C (12.823, 13.271, 9.689)
C (12.644, 11.906, 9.863)
C (12.477, 11.059, 8.791)
C (12.470, 11.567, 7.483)
C (12.613, 12.915, 7.286)
C (12.802, 13.776, 8.375)
H (13.165, 12.631, 12.727)
H (14.600, 12.938, 11.755)
H (15.735, 11.767, 15.136)
H (14.804, 10.083, 16.702)
H (12.576, 10.447, 17.705)
H (11.252, 12.441, 17.025)
H (12.116, 14.026, 15.354)
H (13.585, 15.422, 16.212)
H (12.990, 17.847, 16.563)
H (13.403, 19.505, 14.742)
H (14.227, 18.734, 12.549)
H (14.743, 16.367, 12.190)
H (11.867, 15.511, 13.565)
H (9.613, 15.599, 14.466)
H (7.670, 14.914, 13.094)
H (8.044, 14.067, 10.782)
H (10.334, 13.730, 9.981)
H (12.575, 11.499, 10.856)
H (12.334, 10.008, 8.973)
H (12.326, 10.892, 6.637)
H (12.527, 13.354, 6.299)
H (12.936, 14.845, 8.174)

Values from the calculation:
Gap between HOMO and LUMO (alpha / beta), Ha: 0.295 / 0.312
Calculated total energy, a.u.: -4673.761161
LUMO energy (alpha / beta), eV: -1.73 / -1.73
Multiplicity: 3
Energy relative to the best compared isomer or geometry (same formula, charge and spin), kJ/mol: 0.0
Charge: +1

---

Entry 5:
DFT (ωB97M-V/def2-TZVPD) results for a molecular structure, C27H64N8O11SZn at a distorted geometry.

Geometry (Å):
Zn (2.042, 2.175, -1.673)
S (-0.402, 0.385, 1.534)
O (0.611, -0.193, 0.659)
O (-1.689, -0.296, 1.463)
O (0.055, 0.452, 2.891)
O (-0.427, 1.713, 0.891)
C (2.541, -4.851, -8.492)
C (1.375, -5.002, -7.481)
N (1.726, -5.954, -6.413)
C (0.534, -6.663, -5.837)
C (0.364, -7.962, -6.612)
C (2.353, -5.208, -5.337)
C (3.182, -6.149, -4.485)
H (2.247, -4.326, -9.400)
H (2.905, -5.848, -8.741)
H (3.359, -4.368, -7.958)
H (1.100, -4.007, -7.132)
H (0.509, -5.460, -7.960)
H (0.673, -7.091, -4.844)
H (-0.367, -6.052, -5.892)
H (1.213, -8.634, -6.494)
H (-0.434, -8.595, -6.224)
H (0.166, -7.757, -7.664)
H (1.645, -4.738, -4.654)
H (3.010, -4.424, -5.713)
H (3.743, -5.647, -3.697)
H (3.905, -6.634, -5.141)
H (2.545, -6.843, -3.938)
C (3.260, -4.231, 4.325)
C (4.511, -3.501, 4.757)
O (5.537, -4.141, 4.965)
N (4.362, -2.221, 5.099)
C (5.347, -1.427, 5.777)
H (2.398, -3.566, 4.278)
H (3.010, -5.110, 4.920)
H (3.352, -4.560, 3.289)
H (3.524, -1.718, 4.842)
H (4.833, -0.992, 6.635)
H (5.673, -0.741, 4.995)
H (6.188, -2.029, 6.123)
C (0.939, 8.685, -2.642)
C (1.974, 8.004, -3.524)
O (2.021, 6.766, -3.589)
N (2.852, 8.758, -4.197)
C (3.906, 8.351, -5.099)
H (0.344, 9.469, -3.111)
H (1.388, 9.078, -1.730)
H (0.261, 7.916, -2.272)
H (2.882, 9.747, -3.996)
H (4.535, 7.611, -4.605)
H (4.549, 9.165, -5.433)
H (3.451, 7.779, -5.908)
C (-2.585, 2.112, 7.804)
C (-1.987, 1.265, 8.906)
O (-2.520, 1.222, 9.985)
N (-0.872, 0.555, 8.614)
C (-0.165, -0.319, 9.524)
H (-3.058, 1.483, 7.050)
H (-1.798, 2.726, 7.365)
H (-3.348, 2.773, 8.215)
H (-0.543, 0.595, 7.660)
H (-0.823, -0.682, 10.313)
H (0.654, 0.094, 10.113)
H (0.229, -1.150, 8.939)
C (-6.792, 3.831, 0.698)
C (-7.756, 2.655, 0.735)
O (-8.957, 2.813, 0.526)
N (-7.298, 1.403, 0.886)
C (-8.111, 0.181, 0.823)
H (-5.844, 3.540, 0.245)
H (-6.646, 4.123, 1.738)
H (-7.237, 4.705, 0.224)
H (-6.320, 1.203, 1.038)
H (-8.293, -0.145, 1.848)
H (-7.602, -0.547, 0.191)
H (-9.079, 0.354, 0.354)
C (-3.762, -6.081, 1.391)
C (-4.179, -6.205, 2.872)
O (-4.488, -7.248, 3.389)
N (-4.157, -5.041, 3.518)
C (-4.392, -4.965, 4.946)
H (-4.571, -5.645, 0.805)
H (-3.440, -7.014, 0.928)
H (-2.898, -5.423, 1.291)
H (-3.862, -4.173, 3.095)
H (-5.470, -4.902, 5.092)
H (-3.919, -4.063, 5.335)
H (-3.991, -5.801, 5.519)
C (4.936, 6.779, 3.229)
C (4.205, 5.457, 3.295)
O (4.018, 4.877, 2.239)
N (3.634, 5.041, 4.421)
C (3.617, 5.650, 5.726)
H (5.991, 6.591, 3.030)
H (4.758, 7.298, 4.171)
H (4.637, 7.422, 2.402)
H (3.091, 4.189, 4.394)
H (4.565, 5.837, 6.231)
H (3.065, 4.992, 6.397)
H (3.103, 6.610, 5.704)
C (-2.419, 1.140, -5.680)
C (-1.090, 1.562, -6.226)
O (-0.088, 1.288, -5.632)
N (-1.064, 2.270, -7.366)
C (0.150, 2.514, -8.168)
H (-2.603, 0.067, -5.734)
H (-3.225, 1.707, -6.145)
H (-2.495, 1.403, -4.625)
H (-1.920, 2.298, -7.902)
H (1.042, 2.856, -7.644)
H (-0.082, 3.208, -8.976)
H (0.470, 1.600, -8.669)

Values from the calculation:
Gap between HOMO and LUMO, Ha: 0.106
Calculated total energy, a.u.: -4510.145406
LUMO energy, eV: -5.79
Energy relative to the best compared isomer or geometry (same formula, charge and spin), kJ/mol: 1316.6

---

Entry 6:
DFT (ωB97M-V/def2-TZVPD) results for 2 unconnected molecules or ions with the total composition C4H8O2 at a distorted geometry.

Geometry (Å):
C (-1.073, -0.726, 1.509)
C (-2.077, -0.892, 0.678)
O (-1.901, -1.415, -0.576)
H (-1.180, -0.163, 2.430)
H (-0.042, -1.038, 1.422)
H (-3.075, -0.513, 0.875)
H (-2.646, -1.958, -0.847)
C (1.447, 1.647, -1.266)
C (1.395, 0.463, -0.651)
O (2.433, -0.070, 0.052)
H (0.580, 2.228, -1.540)
H (2.432, 2.074, -1.442)
H (0.675, -0.298, -0.894)
H (3.033, 0.662, 0.248)

Values from the calculation:
Gap between HOMO and LUMO, Ha: 0.351
Calculated total energy, a.u.: -307.602832
LUMO energy, eV: 0.83
Energy relative to the best compared isomer or geometry (same formula, charge and spin), kJ/mol: 287.8

---

Entry 7:
DFT (ωB97M-V/def2-TZVPD) results for a gas-phase ion, C5H10NS (charge +1) at a distorted geometry.

Geometry (Å):
C (0.250, 2.460, 0.185)
C (0.589, 1.346, -0.446)
C (-1.541, -1.191, 0.715)
C (-1.201, -1.295, -0.776)
C (0.950, 0.187, 0.337)
N (-0.039, -1.207, 0.243)
S (2.645, -0.425, 0.147)
H (0.005, 3.268, -0.473)
H (0.087, 2.511, 1.256)
H (0.820, 1.440, -1.557)
H (-1.707, -0.167, 1.175)
H (-1.918, -2.106, 1.080)
H (-1.132, -2.370, -1.142)
H (-1.558, -0.500, -1.415)
H (0.621, 0.395, 1.402)
H (0.635, -1.935, 0.469)
H (2.493, -0.410, -1.198)

Values from the calculation:
Gap between HOMO and LUMO, Ha: 0.393
Calculated total energy, a.u.: -649.089866
LUMO energy, eV: -3.16
Energy relative to the best compared isomer or geometry (same formula, charge and spin), kJ/mol: 355.8
Charge: +1

---

Entry 8:
DFT (ωB97M-V/def2-TZVPD) results for a molecular structure, C3H13NO2S at a distorted geometry.

Geometry (Å):
C (2.234, 1.418, 0.453)
N (1.480, 0.276, 0.962)
C (0.304, -0.030, 0.356)
C (-0.695, -0.895, 1.055)
S (-2.374, -0.457, 0.626)
H (1.627, 2.326, 0.438)
H (3.116, 1.510, 1.067)
H (2.604, 1.232, -0.560)
H (1.453, 0.154, 1.962)
H (0.403, -0.382, -0.660)
H (-0.437, 0.974, 0.150)
H (-0.551, -0.877, 2.137)
H (-0.375, -1.919, 0.803)
H (-0.976, 1.532, -0.097)
H (-1.914, 0.641, -1.223)
H (-2.233, 1.383, -2.546)
O (-1.499, 1.129, -1.976)
H (2.532, -0.887, -0.551)
H (2.306, -1.571, -1.917)
O (2.996, -1.288, -1.306)

Values from the calculation:
Gap between HOMO and LUMO, Ha: 0.243
Calculated total energy, a.u.: -725.357407
LUMO energy, eV: -1.05
Energy relative to the best compared isomer or geometry (same formula, charge and spin), kJ/mol: 430.5

---

> What is the calculated total energy in the third record?

-1820.473229 a.u.

---

> Which of these has the highest calculated total energy?

C4H8O2

---

> Which value of calculated total energy does entry 2 give?

-6956.541203 a.u.

---

> What is the calculated total energy in the third record?

-1820.473229 a.u.